DFT (ωB97M-V with the def2-TZVPD basis set) results for one molecule with the formula C7H13N at a distorted geometry.

Summary:
LUMO energy   -1.05 eV
HOMO level   -6.46 eV

```
! wB97M-V def2-TZVPD RIJCOSX def2/J DEFGRID3
* xyz 0 1
N 0.10684 -1.45878 -1.52738
C 1.27548 -0.72339 -1.11871
C 1.90572 0.46751 1.56485
C -2.87847 -0.23528 -0.01741
C -0.66535 0.17936 1.13269
C -1.77390 0.44926 0.26636
C 1.04385 0.72221 -0.57396
C 0.63426 0.75343 0.94081
H 2.42475 1.33933 1.94467
H 0.06476 1.70769 1.19444
H 1.60954 -1.18343 -0.18127
H 1.96399 -0.33716 2.30519
H 1.87681 1.29578 -0.97968
H -3.51248 0.21371 -0.76822
H -3.12136 -1.18646 0.43454
H -0.29463 -1.18684 -2.40489
H 0.21447 1.09389 -1.18989
H -0.41771 -2.03626 -0.90654
H -1.69031 1.43004 -0.19574
H 1.98942 -0.80291 -1.90038
H -0.75570 -0.50169 1.98051
*
```

Atomic partial charges in e from the Mulliken method, atoms 1 to 6: -0.3896 -0.7312 -1.1816 -0.9778 -0.7774 0.0589


DFT (ωB97M-V with the def2-TZVPD basis set) results for C7H13N2 as an isolated structure at a distorted geometry.

Summary:
LUMO energy   -3.44 eV
HOMO level   -13.35 eV

```
! wB97M-V def2-TZVPD RIJCOSX def2/J DEFGRID3
* xyz 1 1
N 0.48258 -1.13779 -0.52235
N 2.06432 1.65460 -0.26611
C 1.68082 0.88544 2.14387
C 1.48863 0.97312 0.67123
C 0.42282 0.38892 -0.31454
C -1.07628 0.74878 -0.14912
C -1.74405 -0.53740 -0.83610
C 1.08904 1.40690 -1.29387
C -0.88713 -1.63649 -0.29329
H 0.77286 0.87203 2.60696
H -1.01851 -1.75101 0.71378
H 1.55811 1.14856 -2.16371
H 1.03820 -1.72168 0.06157
H 0.40078 2.24429 -1.59749
H -2.83347 -0.42543 -0.51492
H -1.03990 -2.66910 -0.71715
H 0.81507 -1.28320 -1.56771
H 2.20313 -0.13498 2.35239
H -1.78196 -0.49048 -1.92010
H -1.29481 1.75942 -0.76093
H -1.39238 0.89925 0.88762
H 2.32360 1.66718 2.52022
*
```

Atomic partial charges in e from the Mulliken method, atoms 1 to 6: -0.0616 -0.6040 -1.2771 0.2666 0.8307 -0.6903


DFT (ωB97M-V with the def2-TZVPD basis set) results for C7H13N2 as an isolated structure at a distorted geometry.

Summary:
LUMO energy   -3.60 eV
HOMO level   -11.46 eV

```
! wB97M-V def2-TZVPD RIJCOSX def2/J DEFGRID3
* xyz 1 1
N 0.33725 1.89501 0.84329
N 1.99443 -0.75172 -0.42670
C -1.59396 -0.42532 -0.15133
C 0.52176 -0.33667 -0.13323
C 0.15062 1.19369 -0.34085
C -1.76178 0.89685 -0.76315
C -1.27429 -0.55177 1.17017
C 0.18833 -0.95989 1.25779
C -0.45191 -1.07488 -1.01494
H -2.37165 1.60312 -0.12572
H -0.17920 -2.13296 -1.03755
H -1.89310 1.15637 -1.81177
H 0.81966 -0.70600 2.06702
H 0.22249 2.88708 0.74467
H -0.01382 1.37410 1.63513
H 2.66193 -0.31950 0.18889
H 1.92118 -1.82966 -0.18345
H -0.40283 -0.65512 -1.96414
H 0.36823 -1.95080 0.91023
H -1.94984 -0.39106 1.85438
H 0.37121 1.71826 -1.28406
H 2.33528 -0.63914 -1.43467
*
```

Atomic partial charges in e from the Mulliken method, atoms 1 to 6: -0.4038 -0.0626 0.6931 -0.4715 -0.3579 -1.0015


DFT (ωB97M-V with the def2-TZVPD basis set) results for a 2-piece molecular cluster, C7H13N2O overall at a distorted geometry.

Summary:
LUMO energy   -3.61 eV
HOMO level   -12.75 eV

```
! wB97M-V def2-TZVPD RIJCOSX def2/J DEFGRID3
* xyz 1 1
O -0.31972 -2.25783 -0.37382
N 3.41148 0.60102 -0.20200
N -1.24689 0.12299 0.16127
C 2.29755 0.48077 -0.93787
C 0.24173 -1.07443 -0.72436
C -2.50579 -0.60676 0.41094
C 3.43891 -0.28855 0.76999
C -1.44095 1.44845 -0.41163
C 2.26873 -0.95972 0.75545
C 1.49104 -0.46451 -0.29447
H -0.48552 1.93554 -0.85441
H 2.04964 1.04600 -1.91365
H -1.87591 2.06465 0.24240
H -2.88290 -0.53921 -0.61944
H -2.04672 1.23204 -1.32608
H 4.28596 -0.45593 1.40411
H -2.26241 -1.53682 0.70126
H -0.87751 0.12378 1.07952
H 2.17311 -1.71606 1.48352
H -3.23873 0.02790 0.97618
H 4.24424 1.16765 -0.39718
H 0.02106 -2.45990 0.51941
H 0.12232 -0.71958 -1.77553
*
```

Atomic partial charges in e from the Mulliken method, atoms 1 to 6: -0.4788 0.0280 -0.1820 -0.7988 -0.0341 -0.8876


DFT (ωB97M-V with the def2-TZVPD basis set) results for an isolated ion of composition C7H13N2O2 and charge +1 at a distorted geometry.

Summary:
LUMO energy (alpha / beta)   -6.10 / -6.10 eV
HOMO level (alpha / beta)   -14.67 / -14.67 eV
SMILES string   CC1(C)[N+](=O)C=[N+]([O-])C1(C)C

```
! wB97M-V def2-TZVPD RIJCOSX def2/J DEFGRID3
* xyz 1 1
O 3.05744 0.22978 0.35550
O -0.36882 2.99028 0.11659
N 2.03078 0.65793 0.00053
N 0.23609 1.99065 0.05550
C -0.36974 0.73354 0.14322
C -1.55366 0.64044 -0.92964
C 1.67951 1.98286 -0.14593
C 0.89935 -1.40658 0.76749
C 1.12406 -0.45093 -1.78563
C -1.10302 0.72362 1.52142
C 0.87785 -0.20813 -0.20907
H -1.64350 1.59908 1.60684
H 1.24938 -1.14115 1.77277
H -1.18251 1.32412 -1.76985
H 0.48047 0.04922 -2.32274
H 1.49063 -2.27377 0.42487
H -1.69682 -0.41650 -1.26175
H -2.53880 0.94172 -0.67653
H -0.15865 -1.76835 0.78811
H -0.45305 0.71690 2.38395
H -1.73944 -0.04684 1.61160
H 2.24094 2.88573 -0.22376
H 2.11492 -0.25890 -2.13157
H 0.85439 -1.55818 -1.89545
*
```

Atomic partial charges in e from the Mulliken method, atoms 1 to 6: -0.4910 -0.5050 0.6822 0.7096 0.8823 -1.4658


DFT (ωB97M-V with the def2-TZVPD basis set) results for a 2-piece molecular cluster, C7H13N2S3 overall at a distorted geometry.

Summary:
LUMO energy   -3.83 eV
HOMO level   -11.83 eV

```
! wB97M-V def2-TZVPD RIJCOSX def2/J DEFGRID3
* xyz 1 1
S -2.43583 0.64311 -1.54705
S 3.23078 -0.63718 1.34586
S 1.96532 -1.44637 -1.43472
N 1.33343 0.99621 0.04450
N -0.80652 -2.51973 1.01038
C -1.33606 -0.13830 0.84797
C 0.25672 1.14215 -0.79204
C 1.83833 -1.01023 0.22671
C -2.29116 0.45700 1.83861
C -0.92536 0.66111 -0.37063
C -0.84277 -1.29580 0.87312
C 0.50531 1.67295 -2.16594
H -0.00764 -3.05842 1.34888
H -0.41077 1.79893 -2.69903
H -2.84511 -0.19312 2.41631
H -1.74344 1.04828 2.50568
H -2.99059 1.10075 1.34580
H -1.48517 -3.16530 0.63173
H -2.19813 -0.72648 -1.91689
H 1.18291 1.24679 1.01188
H 1.14925 0.99731 -2.64798
H 2.21049 1.43932 -0.32396
H 1.05683 2.52973 -2.05643
H 3.15950 -1.10786 -1.87911
H 2.42970 -0.43485 2.38635
*
```

Atomic partial charges in e from the Mulliken method, atoms 1 to 6: -0.1765 -0.1246 -0.1297 -0.3570 -0.2144 0.2100